A 2-piece molecular cluster, C4H7O2 overall at a distorted geometry, computed with ωB97M-V/def2-TZVPD.

## Properties
Spin multiplicity   2
Gap between HOMO and LUMO (alpha / beta)   0.3241 / 0.4206 hartree
Energy   -8354.8600 eV
Largest force on an atom   2.6 eV/Å
Energy relative to the best compared isomer or geometry (same formula, charge and spin)   3.3 kcal per mole

CARTESIAN COORDINATES (ANGSTROEM)
O1 3.11 1.20 -0.38
O2 3.16 -1.15 -0.32
C1 -0.63 -0.02 -0.22
C2 3.15 0.02 -0.36
C3 -2.22 0.01 -0.14
C4 0.30 -0.01 0.93
H1 0.84 -0.93 1.33
H2 0.82 0.91 1.32
H3 -0.29 0.87 -0.87
H4 -2.65 -0.01 -1.15
H5 -0.33 -0.96 -0.82
H6 -2.66 -0.86 0.37
H7 -2.61 0.94 0.30

Charges obtained by natural (NBO) population analysis, quoted in units of e: -0.5215 -0.5104 -0.4999 1.0320 -0.5975 -0.3017 0.1749 0.1739 0.2118 0.2114 0.2107 0.2083 0.2081

=====

One molecule with the formula C4H7O2P at a distorted geometry, computed with ωB97M-V/def2-TZVPD.

## Properties
Gap between HOMO and LUMO   0.3983 hartree
Energy   -17645.2173 eV
Largest force on an atom   2.8 eV/Å
Energy relative to the best compared isomer or geometry (same formula, charge and spin)   8.0 kcal per mole
SMILES string   C[P@@]1(=O)C=CCO1

CARTESIAN COORDINATES (ANGSTROEM)
P1 -0.55 0.59 -0.88
O1 -0.94 1.59 -1.88
O2 1.06 0.27 -0.87
C1 1.55 -0.09 0.41
C2 0.74 0.62 1.46
C3 -0.44 1.07 1.09
C4 -1.32 -1.02 -1.03
H1 -2.36 -1.09 -1.08
H2 1.09 0.51 2.48
H3 -0.77 -1.56 -1.80
H4 2.58 0.33 0.38
H5 -0.89 -1.66 -0.31
H6 1.48 -1.20 0.36
H7 -1.22 1.63 1.67

Charges obtained by natural (NBO) population analysis, quoted in units of e: 2.0890 -1.0577 -0.7897 -0.1126 -0.2283 -0.4894 -1.0382 0.2564 0.2180 0.2652 0.2090 0.2409 0.1942 0.2432

=====

An isolated ion of composition C4H7O2S and charge -1 at a distorted geometry, computed with ωB97M-V/def2-TZVPD.

## Properties
Gap between HOMO and LUMO   0.2592 hartree
Energy   -19190.7619 eV
Charge   -1
Largest force on an atom   4.2 eV/Å
Energy relative to the best compared isomer or geometry (same formula, charge and spin)   58.3 kcal per mole

CARTESIAN COORDINATES (ANGSTROEM)
S1 2.42 0.05 -0.35
O1 2.22 -1.40 -0.67
O2 3.05 0.28 0.98
C1 -1.27 -1.21 -0.31
C2 0.06 1.91 -0.39
C3 -0.66 -0.21 0.70
C4 0.34 0.73 0.06
H1 -0.19 -0.88 1.47
H2 -2.07 -1.81 0.10
H3 0.77 2.69 -0.40
H4 -1.64 -0.70 -1.13
H5 -0.56 -1.93 -0.61
H6 -1.01 2.10 -0.49
H7 -1.45 0.37 1.03

Charges obtained by natural (NBO) population analysis, quoted in units of e: 1.4736 -1.0361 -1.0344 -0.5894 -0.5480 -0.4664 -0.1178 0.2157 0.1749 0.1953 0.1872 0.2223 0.1448 0.1786

=====

C4H7O3Rb as an isolated structure at a distorted geometry, computed with ωB97M-V/def2-TZVPD.

## Properties
Spin multiplicity   2
Gap between HOMO and LUMO (alpha / beta)   0.3057 / 0.2894 hartree
Energy   -11051.6916 eV
Charge   +1
Largest force on an atom   1.3 eV/Å
Energy relative to the best compared isomer or geometry (same formula, charge and spin)   13.5 kcal per mole

CARTESIAN COORDINATES (ANGSTROEM)
Rb1 3.38 -3.32 0.69
O1 1.66 -2.25 -1.73
O2 0.20 1.98 -1.03
O3 -0.13 -2.52 -0.49
C1 -1.56 -2.37 -0.34
C2 0.48 -2.12 -1.57
C3 0.27 2.70 1.26
C4 0.27 2.88 -0.22
H1 -1.76 -2.52 0.72
H2 0.19 1.65 1.54
H3 -2.07 -3.13 -0.94
H4 0.33 3.94 -0.58
H5 -1.85 -1.35 -0.65
H6 1.19 3.14 1.67
H7 -0.57 3.28 1.68

Charges obtained by natural (NBO) population analysis, quoted in units of e: 0.9905 -0.5967 -0.5371 -0.5311 -0.2587 0.7643 -0.7235 0.4405 0.2092 0.2185 0.2069 0.1169 0.2142 0.2401 0.2460

=====

C4H7O4Rh as an isolated structure at a distorted geometry, computed with ωB97M-V/def2-TZVPD.

## Properties
Spin multiplicity   5
Gap between HOMO and LUMO (alpha / beta)   0.3382 / 0.3084 hartree
Energy   -15432.5156 eV
Charge   +2
Largest force on an atom   5.4 eV/Å

CARTESIAN COORDINATES (ANGSTROEM)
Rh1 -2.77 -1.51 1.30
O1 -1.54 -0.89 2.67
O2 0.06 0.45 1.83
O3 -1.06 -0.99 0.55
O4 0.87 -2.01 -1.64
C1 1.00 -0.90 -0.87
C2 -0.07 1.58 0.47
C3 1.00 0.38 -1.41
C4 -0.74 -0.54 1.75
H1 -0.49 2.37 1.10
H2 0.73 2.24 0.10
H3 0.10 -1.92 -2.22
H4 -1.00 1.30 -0.04
H5 0.26 0.59 -2.20
H6 1.93 0.94 -1.32
H7 1.72 -1.10 -0.07

Charges obtained by natural (NBO) population analysis, quoted in units of e: 1.4409 -0.6025 -0.4742 -0.7631 -0.4965 0.3415 -0.2999 -0.2139 0.9636 0.2775 0.2990 0.5170 0.2458 0.2435 0.2865 0.2349

=====

C4H7O4S2 as an isolated structure at a distorted geometry, computed with ωB97M-V/def2-TZVPD.

## Properties
Gap between HOMO and LUMO   0.2631 hartree
Energy   -34122.6963 eV
Charge   -1
Largest force on an atom   4.7 eV/Å
Energy relative to the best compared isomer or geometry (same formula, charge and spin)   0.0 kcal per mole

CARTESIAN COORDINATES (ANGSTROEM)
S1 -3.51 -0.38 0.90
S2 -2.98 0.98 -1.62
O1 2.13 -0.36 0.94
O2 -0.62 -1.42 -0.41
O3 -0.84 -0.09 1.51
O4 2.66 0.80 -0.85
C1 0.49 0.85 -0.37
C2 1.70 0.02 -0.31
C3 -2.45 0.22 -0.31
C4 -0.82 -0.03 0.13
H1 -1.27 -1.98 0.10
H2 3.57 0.54 -0.71
H3 1.49 -0.83 1.46
H4 -1.82 -0.39 1.59
H5 1.48 -0.84 -0.87
H6 0.31 1.09 -1.40
H7 0.49 1.82 0.22

Charges obtained by natural (NBO) population analysis, quoted in units of e: -0.3122 -0.1363 -0.7494 -0.7924 -0.7964 -0.7252 -0.4488 0.3605 -0.3654 0.4823 0.4777 0.4757 0.4940 0.4389 0.1417 0.2316 0.2237

=====

An isolated ion of composition C4H7O5S and charge -1 at a distorted geometry, computed with ωB97M-V/def2-TZVPD.

## Properties
Gap between HOMO and LUMO   0.2687 hartree
Energy   -25332.2204 eV
Charge   -1
Largest force on an atom   3.8 eV/Å
Energy relative to the best compared isomer or geometry (same formula, charge and spin)   73.1 kcal per mole
SMILES string   O=CCCC(O)=[S@@](=O)([O-])O

CARTESIAN COORDINATES (ANGSTROEM)
S1 -0.17 -1.86 -0.35
O1 -0.90 3.58 -0.32
O2 1.09 -0.71 1.48
O3 -1.42 -1.75 0.48
O4 -0.40 -2.08 -1.75
O5 0.48 -3.25 0.30
C1 0.76 0.62 -0.62
C2 -0.63 2.57 0.33
C3 -0.70 1.20 -0.32
C4 1.19 -0.66 0.03
H1 -1.41 1.16 -1.19
H2 1.30 -2.91 0.52
H3 0.25 -0.90 1.88
H4 -0.22 2.48 1.42
H5 1.29 1.54 -0.58
H6 -1.21 0.56 0.27
H7 0.70 0.43 -1.60

Charges obtained by natural (NBO) population analysis, quoted in units of e: 2.1772 -0.5702 -0.8095 -1.0090 -0.9668 -0.8826 -0.4620 0.4456 -0.5512 -0.3088 0.2129 0.4860 0.4673 0.1065 0.1992 0.2376 0.2279

=====

A 2-piece molecular cluster, C4H7OP overall at a distorted geometry, computed with ωB97M-V/def2-TZVPD.

## Properties
Gap between HOMO and LUMO (alpha / beta)   0.3119 / 0.2446 hartree
Energy   -15591.9453 eV
Largest force on an atom   2.7 eV/Å
Energy relative to the best compared isomer or geometry (same formula, charge and spin)   126.6 kcal per mole

CARTESIAN COORDINATES (ANGSTROEM)
P1 0.50 -0.77 -0.09
O1 0.55 3.06 0.52
C1 -1.42 1.57 0.97
C2 1.23 -2.47 -0.33
C3 0.22 -0.15 -1.57
C4 -0.25 2.22 0.33
H1 -1.06 0.62 1.26
H2 1.76 -2.39 -1.24
H3 2.11 -2.58 0.26
H4 0.50 -3.26 -0.11
H5 -1.70 1.95 2.00
H6 -0.10 0.66 -2.27
H7 -2.34 1.53 0.28

Charges obtained by natural (NBO) population analysis, quoted in units of e: 0.5913 -0.4783 -0.7874 -0.9506 -0.6405 0.5747 0.2664 0.2418 0.2350 0.2428 0.2228 0.2209 0.2612

=====

One molecule with the formula C4H7P at a distorted geometry, computed with ωB97M-V/def2-TZVPD.

## Properties
Gap between HOMO and LUMO (alpha / beta)   0.2583 / 0.2751 hartree
Energy   -13546.6358 eV
Largest force on an atom   2.8 eV/Å
Energy relative to the best compared isomer or geometry (same formula, charge and spin)   60.8 kcal per mole

CARTESIAN COORDINATES (ANGSTROEM)
P1 2.32 0.72 0.01
C1 -0.75 0.51 -0.47
C2 1.41 -0.92 -0.36
C3 0.10 -0.47 0.22
C4 -1.94 1.01 -0.01
H1 -2.56 1.85 -0.47
H2 -0.47 1.02 -1.33
H3 2.67 0.30 1.40
H4 1.39 -1.06 -1.45
H5 -2.35 0.56 0.81
H6 1.87 -1.84 0.01
H7 -0.24 -1.02 1.07

Charges obtained by natural (NBO) population analysis, quoted in units of e: 0.2617 -0.2614 -0.7221 -0.1388 -0.3527 0.2041 0.2070 -0.0462 0.2264 0.1722 0.2382 0.2115

=====

A 3-piece molecular cluster, C4H7P overall at a distorted geometry, computed with ωB97M-V/def2-TZVPD.

## Properties
Gap between HOMO and LUMO (alpha / beta)   0.2612 / 0.2649 hartree
Energy   -13544.6730 eV
Largest force on an atom   5.5 eV/Å
Energy relative to the best compared isomer or geometry (same formula, charge and spin)   106.1 kcal per mole

CARTESIAN COORDINATES (ANGSTROEM)
P1 2.13 -0.40 0.43
C1 -0.69 0.00 -0.62
C2 1.70 0.75 -1.02
C3 0.61 0.14 -0.21
C4 -1.77 -0.60 0.01
H1 2.05 1.79 -0.77
H2 -2.92 -0.56 -0.26
H3 -1.61 -1.22 0.78
H4 -0.89 0.55 -1.55
H5 0.12 -0.49 2.20
H6 -0.42 -0.42 3.07
H7 1.68 0.45 -2.06

Charges obtained by natural (NBO) population analysis, quoted in units of e: 0.5279 -0.2914 -0.6469 -0.3155 -0.2574 0.2111 0.2087 0.1777 0.2046 -0.0236 0.0054 0.1994

=====

One molecule with the formula C4H7P3 at a distorted geometry, computed with ωB97M-V/def2-TZVPD.

## Properties
Gap between HOMO and LUMO (alpha / beta)   0.2510 / 0.2750 hartree
Energy   -32121.7090 eV
Largest force on an atom   2.7 eV/Å
Energy relative to the best compared isomer or geometry (same formula, charge and spin)   107.1 kcal per mole
SMILES string   CC#P=[PH]=P#CC

CARTESIAN COORDINATES (ANGSTROEM)
P1 -1.17 -0.75 -2.16
P2 -1.77 -1.19 1.42
P3 -2.59 -0.99 -0.66
C1 -0.70 0.05 1.45
C2 0.12 1.14 1.97
C3 0.25 -0.46 -1.35
C4 1.69 -0.11 -1.54
H1 2.17 -0.49 -2.48
H2 1.24 0.95 1.98
H3 -0.28 1.56 2.93
H4 0.19 2.05 1.34
H5 2.25 -0.54 -0.66
H6 -3.13 -2.24 -0.71
H7 1.71 1.01 -1.53

Charges obtained by natural (NBO) population analysis, quoted in units of e: 0.3601 0.4379 -0.0775 -0.3538 -0.7579 -0.3018 -0.7468 0.2364 0.2439 0.2407 0.2415 0.2379 0.0017 0.2377

=====

One molecule with the formula C4H7PS at a distorted geometry, computed with ωB97M-V/def2-TZVPD.

## Properties
Gap between HOMO and LUMO   0.3284 hartree
Energy   -24382.7315 eV
Largest force on an atom   3.4 eV/Å
Energy relative to the best compared isomer or geometry (same formula, charge and spin)   38.5 kcal per mole
SMILES string   C[C@@]1(S)C=PC1

CARTESIAN COORDINATES (ANGSTROEM)
S1 -1.36 -1.44 0.05
P1 2.38 -0.39 0.00
C1 1.03 -0.44 -0.99
C2 -0.95 1.29 -0.25
C3 0.85 -0.16 1.28
C4 -0.10 -0.20 0.02
H1 0.76 0.50 2.13
H2 -0.52 2.19 0.28
H3 0.83 -1.11 1.85
H4 0.97 -0.84 -2.05
H5 -2.02 1.20 0.04
H6 -0.89 1.42 -1.37
H7 -0.99 -2.02 -1.00

Charges obtained by natural (NBO) population analysis, quoted in units of e: 0.0210 0.6480 -0.6153 -0.6021 -0.6582 -0.2314 0.2300 0.2117 0.2256 0.2338 0.2185 0.2125 0.1060

=====

A 2-piece molecular cluster, C4H8 overall at a distorted geometry, computed with ωB97M-V/def2-TZVPD.

## Properties
Gap between HOMO and LUMO   0.3947 hartree
Energy   -4274.4903 eV
Largest force on an atom   6.7 eV/Å
Energy relative to the best compared isomer or geometry (same formula, charge and spin)   62.3 kcal per mole
SMILES string   C=C.C=C

CARTESIAN COORDINATES (ANGSTROEM)
C1 1.64 -1.42 0.73
C2 -1.37 0.63 -1.38
C3 -1.50 1.01 -0.10
C4 1.43 -0.03 0.76
H1 1.00 0.25 -0.20
H2 -2.05 -0.01 -1.91
H3 1.30 0.45 1.66
H4 -0.94 1.90 0.40
H5 -0.45 0.83 -1.82
H6 1.72 -2.02 1.69
H7 -2.24 0.46 0.39
H8 1.46 -2.05 -0.24

Charges obtained by natural (NBO) population analysis, quoted in units of e: -0.3835 -0.3897 -0.3810 -0.4115 0.2035 0.1966 0.1973 0.2104 0.1787 0.1918 0.1890 0.1984

=====

One molecule with the formula C4H8 at a distorted geometry, computed with ωB97M-V/def2-TZVPD.

## Properties
Gap between HOMO and LUMO   0.3793 hartree
Energy   -4276.0268 eV
Largest force on an atom   3.6 eV/Å
Energy relative to the best compared isomer or geometry (same formula, charge and spin)   26.9 kcal per mole
SMILES string   C=C(C)C

CARTESIAN COORDINATES (ANGSTROEM)
C1 -1.12 -0.54 0.76
C2 0.17 -0.03 0.08
C3 0.10 0.86 -1.12
C4 1.29 -0.49 0.58
H1 -1.30 0.21 1.58
H2 2.29 0.01 0.30
H3 0.60 1.87 -1.14
H4 0.57 0.56 -2.11
H5 1.43 -1.26 1.35
H6 -0.96 1.06 -1.34
H7 -2.05 -0.61 -0.08
H8 -1.01 -1.63 1.15

Charges obtained by natural (NBO) population analysis, quoted in units of e: -0.6384 -0.0144 -0.6685 -0.3986 0.2285 0.1858 0.2305 0.2328 0.1978 0.2150 0.2015 0.2281

=====

A 2-piece molecular cluster, C4H8 overall at a distorted geometry, computed with ωB97M-V/def2-TZVPD.

## Properties
Gap between HOMO and LUMO   0.4151 hartree
Energy   -4275.5756 eV
Largest force on an atom   1.2 eV/Å
Energy relative to the best compared isomer or geometry (same formula, charge and spin)   37.3 kcal per mole
SMILES string   C=C.C=C

CARTESIAN COORDINATES (ANGSTROEM)
C1 -1.05 0.96 -0.71
C2 1.59 -1.45 0.19
C3 -2.35 0.85 -0.50
C4 1.90 -0.36 0.89
H1 1.56 -2.39 0.72
H2 -2.84 1.46 0.24
H3 -3.02 0.24 -1.09
H4 -0.51 1.70 -0.12
H5 1.36 -1.44 -0.87
H6 1.68 0.65 0.58
H7 2.11 -0.49 1.94
H8 -0.43 0.27 -1.26

Charges obtained by natural (NBO) population analysis, quoted in units of e: -0.3844 -0.3792 -0.3801 -0.3860 0.1945 0.1900 0.1919 0.1859 0.1900 0.1936 0.1890 0.1948

=====

A 2-piece molecular cluster, C4H8 overall at a distorted geometry, computed with ωB97M-V/def2-TZVPD.

## Properties
Gap between HOMO and LUMO   0.4147 hartree
Energy   -4275.7104 eV
Largest force on an atom   1.3 eV/Å
Energy relative to the best compared isomer or geometry (same formula, charge and spin)   34.2 kcal per mole
SMILES string   C=C.C=C

CARTESIAN COORDINATES (ANGSTROEM)
C1 -3.89 -0.57 -2.53
C2 -3.98 0.09 -1.35
C3 1.13 -0.45 -0.58
C4 0.00 0.00 0.00
H1 1.42 -0.28 -1.62
H2 -3.27 0.90 -1.15
H3 -0.69 0.67 -0.52
H4 -4.67 -0.20 -0.55
H5 -4.59 -1.39 -2.74
H6 1.78 -1.07 0.04
H7 -3.15 -0.32 -3.30
H8 -0.21 -0.24 1.05

Charges obtained by natural (NBO) population analysis, quoted in units of e: -0.3871 -0.3910 -0.3912 -0.3864 0.1986 0.1891 0.1912 0.1988 0.1928 0.1916 0.1979 0.1956

=====

A 2-piece molecular cluster, C4H8 overall at a distorted geometry, computed with ωB97M-V/def2-TZVPD.

## Properties
Gap between HOMO and LUMO   0.4163 hartree
Energy   -4275.4874 eV
Largest force on an atom   1.6 eV/Å
Energy relative to the best compared isomer or geometry (same formula, charge and spin)   39.3 kcal per mole
SMILES string   C=C.C=C

CARTESIAN COORDINATES (ANGSTROEM)
C1 1.19 -1.48 0.27
C2 -1.32 1.15 0.81
C3 1.32 -1.83 -1.00
C4 -1.07 2.14 -0.03
H1 -0.87 0.17 0.74
H2 2.02 -1.28 -1.60
H3 0.48 -2.05 0.86
H4 0.82 -2.70 -1.39
H5 -0.38 2.17 -0.86
H6 -1.50 3.11 0.17
H7 -2.24 1.14 1.38
H8 1.56 -0.54 0.65

Charges obtained by natural (NBO) population analysis, quoted in units of e: -0.3981 -0.3901 -0.3801 -0.3757 0.1917 0.1914 0.1898 0.1960 0.1943 0.1858 0.1945 0.2006

=====

One molecule with the formula C4H8, computed with ωB97M-V/def2-TZVPD.

## Properties
Gap between HOMO and LUMO   0.3838 hartree
Energy   -4276.9946 eV
Largest force on an atom   0.9 eV/Å
Energy relative to the best compared isomer or geometry (same formula, charge and spin)   4.6 kcal per mole
SMILES string   C/C=C/C

CARTESIAN COORDINATES (ANGSTROEM)
C1 -0.59 0.32 0.09
C2 0.55 -0.35 -0.05
C3 -1.61 0.46 -1.01
C4 1.63 -0.47 0.98
H1 1.83 0.49 1.46
H2 0.77 -0.79 -1.02
H3 2.58 -0.84 0.60
H4 -0.81 0.81 1.03
H5 -2.37 1.21 -0.78
H6 1.34 -1.13 1.80
H7 -1.17 0.77 -1.96
H8 -2.15 -0.48 -1.14

Charges obtained by natural (NBO) population analysis, quoted in units of e: -0.1865 -0.1856 -0.6472 -0.6510 0.2157 0.1870 0.2157 0.1891 0.2125 0.2169 0.2160 0.2172